{
  "formula": "C31H46N5O9S2SiTi",
  "method": "the ωB97M-V functional and the def2-TZVPD basis",
  "symbols": ["Ti", "N", "C", "S", "N", "N", "C", "C", "C", "C", "C", "C", "C", "O", "H", "H", "H", "H", "H", "H", "H", "O", "C", "O", "C", "C", "C", "C", "C", "O", "C", "C", "O", "O", "H", "H", "H", "H", "H", "H", "H", "H", "C", "C", "C", "C", "O", "Si", "S", "O", "C", "C", "C", "C", "O", "C", "C", "C", "C", "H", "H", "H", "H", "H", "H", "H", "H", "H", "H", "H", "H", "H", "H", "H", "H", "H", "H", "H", "H", "H", "H", "H", "H", "H", "H", "H", "N", "C", "C", "N", "C", "H", "H", "H", "H"],
  "positions_angstrom": [[0.346, -1.335, -1.827], [2.534, 1.253, -1.970], [2.032, 0.012, -2.179], [1.771, -1.270, 0.485], [2.800, -0.826, -2.862], [2.039, -1.980, -2.825], [2.226, -2.957, -3.639], [1.336, -4.130, -3.572], [1.468, -5.164, -4.494], [0.654, -6.290, -4.462], [-0.316, -6.380, -3.468], [-0.470, -5.373, -2.527], [0.337, -4.217, -2.554], [0.190, -3.286, -1.652], [2.151, 1.743, -1.182], [3.537, 1.360, -2.102], [3.017, -2.900, -4.391], [2.228, -5.072, -5.265], [0.774, -7.079, -5.198], [-0.971, -7.247, -3.431], [-1.234, -5.430, -1.760], [-1.118, 0.417, -5.379], [-1.185, -0.324, -4.402], [-0.184, -0.812, -3.778], [-2.568, -0.754, -3.911], [-2.604, -2.256, -3.578], [-4.052, -2.755, -3.599], [-4.596, -2.100, -2.309], [-3.337, -1.411, -1.760], [-2.296, -2.288, -2.186], [-3.022, -0.132, -2.544], [-1.989, 0.725, -1.788], [-2.259, 1.915, -1.608], [-0.953, 0.136, -1.340], [-3.278, -0.511, -4.705], [-1.885, -2.860, -4.131], [-4.081, -3.843, -3.538], [-4.580, -2.439, -4.501], [-4.950, -2.852, -1.601], [-5.404, -1.389, -2.492], [-3.316, -1.296, -0.679], [-3.899, 0.509, -2.666], [-1.088, 1.352, 4.229], [0.146, 2.149, 4.641], [0.864, 1.447, 5.790], [-0.276, 3.556, 5.056], [1.088, 2.282, 3.596], [1.155, 1.715, 2.034], [0.888, -0.350, 2.143], [-0.006, 2.429, 1.143], [-0.296, 3.751, 0.694], [0.068, 3.842, -0.779], [-1.799, 3.924, 0.871], [0.470, 4.805, 1.489], [2.584, 2.258, 1.441], [3.938, 2.073, 1.824], [4.276, 3.138, 2.866], [4.753, 2.275, 0.553], [4.182, 0.679, 2.386], [-1.810, 1.345, 5.049], [-0.835, 0.323, 3.975], [-1.556, 1.801, 3.352], [0.207, 1.339, 6.655], [1.743, 2.022, 6.084], [1.188, 0.460, 5.468], [-0.905, 3.517, 5.948], [-0.844, 4.033, 4.257], [0.603, 4.165, 5.268], [-0.472, 3.084, -1.348], [1.136, 3.688, -0.909], [-0.185, 4.830, -1.170], [-2.310, 3.074, 0.419], [-2.139, 4.844, 0.393], [-2.051, 3.971, 1.933], [1.541, 4.622, 1.435], [0.178, 4.798, 2.541], [0.260, 5.793, 1.073], [4.203, 4.135, 2.428], [5.290, 2.994, 3.245], [3.572, 3.077, 3.695], [4.521, 3.246, 0.114], [4.500, 1.497, -0.167], [5.822, 2.226, 0.765], [3.664, 0.544, 3.336], [5.253, 0.533, 2.543], [3.808, -0.081, 1.697], [-2.341, -3.868, 1.910], [-2.976, -2.734, 2.371], [-2.402, -1.706, 1.687], [-1.444, -2.175, 0.828], [-1.431, -3.463, 0.983], [-2.512, -4.816, 2.201], [-3.754, -2.772, 3.110], [-2.596, -0.651, 1.768], [-0.769, -4.132, 0.459]],
  "total_charge": -2,
  "homo_energy_ev": [-1.1, -1.6],
  "e_tot_ha": -4095.54150,
  "fmax_ev_per_a": 1.7,
  "spin_multiplicity": 2,
  "relative_energy_kcal_mol": 76.6
}

{
  "formula": "C31H46NO7S2SiZr",
  "method": "the ωB97M-V functional and the def2-TZVPD basis",
  "symbols": ["Zr", "C", "C", "C", "C", "O", "Si", "S", "O", "C", "C", "C", "C", "O", "C", "C", "C", "C", "H", "H", "H", "H", "H", "H", "H", "H", "H", "H", "H", "H", "H", "H", "H", "H", "H", "H", "H", "H", "H", "H", "H", "H", "H", "H", "H", "O", "S", "O", "O", "O", "C", "C", "C", "C", "C", "C", "H", "H", "H", "H", "H", "H", "H", "H", "H", "N", "C", "C", "C", "C", "C", "C", "C", "C", "C", "C", "C", "C", "C", "H", "H", "H", "H", "H", "H", "H", "H", "H", "H"],
  "positions_angstrom": [[-16.050, -9.199, 7.215], [-14.381, -9.904, 10.353], [-15.893, -10.038, 10.559], [-16.218, -9.612, 11.972], [-16.453, -11.451, 10.348], [-16.490, -9.127, 9.544], [-17.850, -8.181, 9.758], [-17.959, -7.369, 7.756], [-19.118, -8.982, 10.307], [-20.552, -8.795, 10.509], [-21.069, -7.603, 9.680], [-20.764, -8.511, 12.014], [-21.179, -10.179, 10.159], [-17.609, -7.035, 10.819], [-17.036, -5.715, 11.022], [-15.558, -5.771, 10.786], [-17.247, -5.351, 12.468], [-17.797, -4.741, 10.137], [-13.835, -10.357, 11.178], [-14.141, -8.840, 10.262], [-14.165, -10.336, 9.375], [-15.720, -10.293, 12.668], [-17.301, -9.621, 12.185], [-15.825, -8.585, 12.107], [-16.092, -12.116, 11.140], [-16.273, -11.789, 9.326], [-17.554, -11.310, 10.432], [-20.626, -6.676, 10.079], [-22.147, -7.575, 9.821], [-20.804, -7.715, 8.617], [-20.137, -7.628, 12.269], [-20.387, -9.329, 12.641], [-21.829, -8.265, 12.185], [-20.939, -10.552, 9.174], [-22.288, -10.155, 10.282], [-20.743, -10.915, 10.862], [-15.002, -6.418, 11.487], [-15.159, -4.752, 10.883], [-15.348, -6.055, 9.745], [-16.671, -5.999, 13.158], [-18.297, -5.525, 12.771], [-16.929, -4.287, 12.626], [-17.733, -5.070, 9.097], [-17.419, -3.705, 10.263], [-18.887, -4.810, 10.440], [-14.731, -11.956, 5.238], [-14.245, -10.648, 5.634], [-12.946, -10.174, 5.161], [-15.437, -9.570, 5.321], [-14.435, -10.511, 7.281], [-19.686, -12.589, 5.233], [-19.004, -12.882, 6.552], [-17.732, -13.700, 6.399], [-19.995, -13.498, 7.538], [-18.419, -11.635, 6.983], [-17.731, -10.599, 7.130], [-19.934, -13.510, 4.695], [-19.044, -11.983, 4.589], [-20.643, -12.033, 5.397], [-17.956, -14.644, 5.874], [-17.321, -13.867, 7.413], [-16.997, -13.111, 5.815], [-20.271, -14.545, 7.263], [-20.918, -12.904, 7.549], [-19.585, -13.535, 8.576], [-14.749, -7.397, 7.209], [-14.374, -6.402, 6.575], [-13.271, -5.463, 7.098], [-12.797, -4.386, 6.346], [-11.849, -3.522, 6.899], [-11.384, -3.675, 8.215], [-11.864, -4.766, 8.946], [-12.772, -5.670, 8.406], [-15.053, -5.996, 5.259], [-15.785, -4.804, 5.250], [-16.769, -4.575, 4.302], [-16.962, -5.548, 3.314], [-16.115, -6.687, 3.231], [-15.117, -6.853, 4.171], [-13.138, -4.261, 5.331], [-11.440, -2.724, 6.252], [-10.672, -2.976, 8.629], [-11.541, -4.926, 9.973], [-13.121, -6.519, 8.994], [-15.597, -4.082, 6.075], [-17.367, -3.680, 4.295], [-17.778, -5.414, 2.554], [-16.317, -7.427, 2.431], [-14.362, -7.656, 4.080]],
  "total_charge": -1,
  "homo_energy_ev": -5.0,
  "e_tot_ha": -2923.53239,
  "fmax_ev_per_a": 4.4,
  "relative_energy_kcal_mol": 22.0
}